17
Properties=species:S:1:pos:R:3 method="wB97M-V/def2-TZVPD" total_charge=0 homo_ev=-8.5 largest_force_ev_per_a=3.16 multiplicity=1 gap_ev=9.450 total_energy_ev=-15176.8170 de_lowest_kcal_mol=20.5
C 0.6900 -2.2630 0.4160
C -0.0753 -3.4032 1.1736
H 0.7149 -2.6527 -0.6051
H 0.1776 -1.3015 0.3703
H 1.7066 -2.0798 0.7595
H -0.7119 -3.9619 0.5062
H 0.6815 -3.9394 1.7335
H -0.5774 -2.8682 1.9914
C -1.7230 2.6287 -0.6280
C 1.0716 2.4435 -0.8597
S -0.4145 2.8383 -1.8553
H -1.2618 2.4318 0.3453
H -2.2824 3.5535 -0.5287
H -2.2805 1.6900 -0.6855
H 0.8906 1.8208 0.0121
H 1.7807 3.2060 -0.5328
H 1.6132 1.8570 -1.6126